Computed, not measured: a molecular structure, C10H13BF2N4ReS, with ωB97M-V/def2-TZVPD.

XYZ file:
```
32
Properties=species:S:1:pos:R:3:nbo_charge:R:1
Re -0.571 0.169 1.539 0.933
S -2.301 -0.738 0.358 0.177
F -1.193 -2.239 3.656 -0.418
F -1.425 0.109 3.653 -0.459
N -0.131 -0.707 -1.304 -0.364
N 0.399 -0.080 -0.218 -0.291
N -1.984 -1.754 -2.103 -0.509
N 1.223 1.137 1.972 -0.574
C 2.416 0.367 -1.539 -0.700
C 1.574 1.775 3.111 0.112
C 3.624 2.469 2.130 -0.054
C -1.375 -1.091 -1.142 0.309
C -4.131 -1.471 -3.308 -0.623
C 3.269 1.810 0.953 -0.184
C 1.592 0.443 -0.311 0.350
C 2.067 1.149 0.894 0.152
C -3.396 -2.188 -2.187 -0.219
C 2.770 2.449 3.221 -0.208
B -1.054 -1.110 3.079 1.109
H -5.171 -1.797 -3.324 0.251
H -3.392 -3.264 -2.346 0.233
H 3.925 1.820 0.095 0.265
H -3.875 -2.004 -1.229 0.212
H -4.112 -0.390 -3.169 0.219
H 3.440 0.086 -1.288 0.266
H 4.569 2.995 2.186 0.269
H 0.874 1.730 3.935 0.241
H 3.021 2.948 4.147 0.276
H -1.411 -1.923 -2.922 0.435
H 2.454 1.352 -2.018 0.280
H -3.693 -1.708 -4.278 0.227
H 2.000 -0.343 -2.244 0.288
```

Summary:
Net charge ... +2
2S+1 ... 2
E_HOMO (alpha / beta) ... -15.448 / -15.616 eV
⟨S²⟩ ... 1.17

=====

Computed, not measured: 5 unconnected molecules or ions with the total composition C18H43O9S, with ωB97M-V/def2-TZVPD.

XYZ file:
```
71
Properties=species:S:1:pos:R:3:mulliken_charge:R:1
S 4.475 0.830 0.025 1.083
O -3.966 1.793 -1.486 -0.580
O 6.011 1.462 0.540 -0.765
O -0.306 -1.673 -1.296 -0.439
O 7.327 0.967 4.252 -0.599
O -0.710 3.457 -0.521 -0.579
O -7.078 -2.601 -1.328 -0.559
O 4.765 -0.595 -0.506 -0.672
O 3.595 0.823 1.335 -0.641
O 1.545 4.297 -0.324 -0.323
C -1.634 -3.582 -0.687 -1.093
C -4.201 0.981 -0.338 0.530
C 0.875 -3.686 -0.718 -1.337
C 0.614 3.196 -0.616 0.283
C -7.324 -1.729 -2.429 0.454
C 5.673 -0.777 4.217 -0.900
C 2.402 1.573 -1.963 -0.779
C 3.815 2.025 -1.266 -0.464
C 1.790 3.646 2.210 -0.621
C -3.086 -0.043 -0.208 -0.798
C 1.440 4.768 1.066 -0.340
C 7.910 -1.067 3.113 -1.102
C -6.059 -1.601 -3.263 -0.994
C 7.156 -0.447 4.278 0.355
C -4.287 1.866 0.896 -1.407
C -8.479 -2.273 -3.254 -1.410
C -0.366 -3.096 -1.369 0.323
C 1.084 1.668 -0.992 0.308
H 0.867 -4.779 -0.772 0.406
H 1.159 1.049 0.006 0.099
H -8.249 -3.273 -3.639 0.345
H -6.837 -3.472 -1.684 0.353
H -1.653 -3.281 0.366 0.289
H 5.507 -1.858 4.251 0.342
H 6.957 1.299 3.417 0.375
H -4.483 1.273 1.794 0.374
H 1.781 -3.317 -1.211 0.333
H 7.811 -2.157 3.114 0.348
H 8.974 -0.812 3.163 0.304
H -8.703 -1.616 -4.101 0.362
H -5.086 2.607 0.783 0.362
H -0.284 -1.422 -0.358 0.312
H 0.360 5.196 1.214 0.311
H -3.246 -0.694 0.657 0.413
H 2.945 3.586 2.392 0.253
H 4.623 2.070 -2.144 0.310
H 2.259 5.628 1.185 0.240
H 0.945 -3.388 0.334 0.332
H -0.390 -3.368 -2.430 0.258
H 1.236 4.000 3.205 0.298
H -3.028 -0.665 -1.108 0.187
H 5.141 -0.314 5.055 0.302
H 3.815 3.089 -0.780 0.187
H 1.403 2.565 1.985 0.112
H 7.538 -0.683 2.156 0.227
H -9.379 -2.372 -2.639 0.334
H 2.529 0.434 -2.292 0.264
H -2.112 0.448 -0.101 0.053
H 5.221 -0.383 3.300 0.051
H -5.233 -1.220 -2.652 0.084
H -1.718 -4.672 -0.740 0.430
H 0.180 1.189 -1.607 0.152
H -6.211 -0.924 -4.109 0.361
H -5.743 -2.577 -3.648 0.359
H 2.291 2.187 -2.970 0.326
H -3.356 2.426 1.042 0.249
H -3.119 2.253 -1.360 0.377
H -5.157 0.468 -0.489 0.238
H -2.518 -3.140 -1.158 0.181
H -7.594 -0.750 -2.018 0.312
H 7.575 -0.811 5.223 0.264
```

Summary:
Net charge ... -1
2S+1 ... 1
E_HOMO ... -5.104 eV

=====

Computed, not measured: C5H15N2 in the gas phase, with ωB97M-V/def2-TZVPD.

XYZ file:
```
22
Properties=species:S:1:pos:R:3:nbo_charge:R:1
N -0.326 2.285 1.138 -1.132
N -0.648 -2.223 -1.750 -0.847
C 1.457 0.904 -0.029 -0.435
C 0.545 2.095 -0.208 -0.263
C -0.672 -0.782 0.269 -0.437
C -0.986 -2.118 -0.304 -0.225
C 0.833 -0.477 0.286 -0.428
H -1.101 -0.754 1.276 0.212
H 0.366 1.996 1.858 0.327
H -2.078 -2.251 -0.245 0.187
H -1.111 1.609 1.233 0.347
H -1.095 0.031 -0.326 0.197
H -0.038 -3.010 -1.917 0.355
H 1.339 -0.919 1.159 0.212
H -1.480 -2.478 -2.248 0.358
H 1.300 -1.156 -0.439 0.218
H 2.110 1.206 0.801 0.211
H -0.672 -2.990 0.274 0.189
H -0.653 3.255 1.319 0.294
H 2.086 0.840 -0.919 0.224
H 1.042 3.054 -0.274 0.226
H -0.217 1.878 -0.954 0.209
```

Summary:
Net charge ... 0
2S+1 ... 2
E_HOMO (alpha / beta) ... -3.389 / -9.909 eV
Energy relative to the best compared isomer or geometry (same formula, charge and spin) ... 2.143 eV
⟨S²⟩ ... 0.75

=====

Total energy values, unit Eh, following the record order: -1308.3852 -1786.8674 -308.8625.